Below is a molecular structure, C24H64InNO12PS9 in a non-equilibrium geometry, with properties calculated with wB97M-V/def2-TZVPD.

Computed properties:
Maximum force: 2.29 eV/Å
LUMO energy: 1.814 eV
Spin multiplicity: 1
Total charge: -1

Last column: Löwdin charge in e.
Atoms and positions in Å:
O1 2.6856 -2.4675 4.0670  -0.32
P1 3.9064 -2.1509 3.2986  0.33
O2 3.8438 -2.8799 1.8614  -0.16
O3 5.1655 -2.7950 4.0939  -0.18
C1 4.2575 -0.4295 3.0459  -0.36
In1 2.5153 0.9731 3.3251  0.51
C2 0.5924 -0.1510 3.3291  -0.27
C3 0.0345 -0.5708 4.5230  -0.15
C4 -1.1259 -1.2923 4.4459  -0.12
C5 -1.7310 -1.6075 3.2648  -0.20
N1 -1.2363 -1.1933 2.1020  0.03
C6 -0.1069 -0.4990 2.1888  -0.22
H1 3.0148 -3.3665 1.8149  0.07
H2 4.8690 -2.7531 5.0197  0.01
H3 5.0810 -0.1890 3.7202  0.00
H4 4.6794 -0.3338 2.0389  -0.01
H5 2.7648 1.7776 4.9252  -0.11
H6 2.5441 2.2268 2.0893  -0.09
H7 0.5107 -0.3599 5.4698  0.08
H8 -1.5771 -1.6621 5.3662  0.09
H9 -2.6362 -2.2066 3.2662  0.09
H10 0.3213 -0.1788 1.2391  0.08
C7 4.6946 2.1940 -2.3115  -0.27
S1 4.7019 1.9947 -0.5200  0.82
O4 3.4224 2.5465 -0.0174  -0.61
C8 5.9747 3.2168 -0.1948  -0.26
H11 3.9273 1.5386 -2.7199  0.05
H12 4.4659 3.2299 -2.5659  0.05
H13 5.6684 1.9105 -2.7130  0.04
H14 5.6629 4.1860 -0.5872  0.06
H15 6.9081 2.8992 -0.6625  0.05
H16 6.1120 3.2894 0.8828  0.02
C9 6.2755 7.1351 3.8482  -0.28
S2 5.3796 5.6716 3.3000  0.82
O5 6.3563 4.8204 2.5649  -0.56
C10 4.3737 6.5136 2.0759  -0.27
H17 7.0001 6.8273 4.5999  0.04
H18 6.7948 7.5885 3.0029  0.05
H19 5.5737 7.8444 4.2874  0.05
H20 5.0205 7.0066 1.3487  0.06
H21 3.7321 7.2430 2.5677  0.05
H22 3.7558 5.7780 1.5720  0.03
C11 -3.2482 -0.3981 -2.2004  -0.29
S3 -1.9116 -0.8111 -1.0727  0.80
O6 -0.7996 0.1476 -1.3350  -0.56
C12 -1.4722 -2.3667 -1.8632  -0.27
H23 -3.6518 0.5703 -1.9133  0.01
H24 -2.8730 -0.3486 -3.2229  0.05
H25 -4.0310 -1.1498 -2.1268  0.04
H26 -1.2085 -2.1898 -2.9074  0.05
H27 -2.3137 -3.0568 -1.7979  0.06
H28 -0.6166 -2.7806 -1.3309  0.04
C13 -7.2091 -1.5664 -4.9345  -0.26
S4 -5.5510 -1.9022 -5.5386  0.79
O7 -4.6656 -2.0460 -4.3565  -0.55
C14 -5.2700 -0.2611 -6.2220  -0.27
H29 -7.5678 -2.4592 -4.4267  0.05
H30 -7.1831 -0.7298 -4.2348  0.06
H31 -7.8623 -1.3394 -5.7772  0.05
H32 -5.3728 0.4887 -5.4365  0.06
H33 -5.9871 -0.0746 -7.0219  0.05
H34 -4.2595 -0.2317 -6.6251  0.05
C15 -5.2318 -7.2801 -5.5724  -0.26
S5 -5.1470 -5.5786 -6.1407  0.78
O8 -6.3983 -5.3067 -6.9022  -0.57
C16 -3.8377 -5.8449 -7.3412  -0.26
H35 -6.0265 -7.3480 -4.8325  0.05
H36 -5.4547 -7.9389 -6.4127  0.06
H37 -4.2805 -7.5536 -5.1132  0.05
H38 -4.1495 -6.5974 -8.0667  0.06
H39 -2.9348 -6.1671 -6.8212  0.05
H40 -3.6495 -4.9013 -7.8496  0.05
C17 4.4416 0.7526 7.5673  -0.27
S6 4.7082 -0.9997 7.8535  0.82
O9 4.5147 -1.6751 6.5507  -0.54
C18 3.2110 -1.2740 8.8102  -0.27
H41 5.2521 1.1184 6.9406  0.05
H42 3.4916 0.9047 7.0528  0.02
H43 4.4505 1.2795 8.5229  0.05
H44 2.3408 -0.9892 8.2182  0.06
H45 3.2559 -0.6877 9.7287  0.05
H46 3.1555 -2.3327 9.0558  0.05
C19 -5.5715 3.9057 0.0101  -0.27
S7 -5.3721 2.1297 0.2107  0.82
O10 -5.6748 1.5014 -1.1036  -0.56
C20 -6.8141 1.8950 1.2576  -0.27
H47 -4.7841 4.2591 -0.6525  0.05
H48 -6.5459 4.1209 -0.4300  0.05
H49 -5.4771 4.3926 0.9808  0.05
H50 -7.7083 2.2399 0.7370  0.05
H51 -6.6795 2.4470 2.1879  0.05
H52 -6.9029 0.8327 1.4748  0.05
C21 0.7422 -6.3055 -4.8220  -0.28
S8 -0.1580 -7.1307 -3.5020  0.80
O11 -1.6020 -6.8451 -3.7110  -0.57
C22 0.4072 -6.0508 -2.1829  -0.26
H53 0.4963 -6.8010 -5.7593  0.04
H54 0.4443 -5.2578 -4.8712  0.06
H55 1.8133 -6.3873 -4.6369  0.05
H56 0.1305 -5.0203 -2.4067  0.04
H57 1.4887 -6.1398 -2.0788  0.06
H58 -0.0735 -6.3653 -1.2590  0.06
C23 -0.5349 6.2641 -0.4973  -0.28
S9 0.7688 5.8084 0.6586  0.81
O12 1.8823 6.7895 0.4645  -0.58
C24 1.2451 4.2911 -0.1487  -0.27
H59 -0.9477 7.2233 -0.1875  0.04
H60 -0.1208 6.3509 -1.5023  0.05
H61 -1.3168 5.5050 -0.4732  0.04
H62 1.5463 4.4978 -1.1767  0.06
H63 0.4078 3.5918 -0.1329  0.07
H64 2.0814 3.8577 0.3949  -0.01


Below is a molecular structure, C24H64LiN15O20 in a non-equilibrium geometry, with properties calculated with wB97M-V/def2-TZVPD.

Computed properties:
Maximum force: 3.56 eV/Å
LUMO energy: 1.991 eV
Spin multiplicity: 1
Energy relative to the best compared isomer or geometry (same formula, charge and spin): 0.0 kcal/mol
Total charge: -2

Last column: Löwdin charge in e.
Atoms and positions in Å:
Li1 4.2975 32.9079 13.3894  0.74
C1 0.8898 30.6348 14.1593  0.02
C2 0.6772 29.2577 14.0699  -0.31
C3 1.7075 28.4353 13.3357  -0.34
O1 1.3886 27.2587 13.0013  -0.01
C4 2.9022 28.9613 12.8254  0.05
C5 3.1836 30.3345 12.9621  -0.35
C6 2.0625 31.1994 13.6084  -0.31
O2 2.3323 32.4124 13.8091  -0.14
O3 4.2128 30.9621 12.5957  -0.16
O4 -0.2380 28.7999 14.8380  -0.07
H1 0.2271 31.1995 14.7960  0.09
H2 3.5975 28.3839 12.2308  0.12
C7 4.4376 27.5206 9.5752  -0.05
C8 4.3258 26.2151 8.7803  -0.80
O5 4.5357 25.1250 9.3467  -0.09
O6 3.8348 26.3332 7.6208  -0.13
H3 5.0477 27.3768 10.4713  0.05
H4 3.4012 27.7279 9.8501  0.04
H5 4.8432 28.3067 8.9397  0.05
C9 6.7647 28.6308 14.1325  -0.70
O7 7.0126 27.8531 15.0399  0.01
N1 7.0486 28.4167 12.8300  0.17
N2 6.1124 29.7977 14.3661  0.17
H6 7.5119 27.5615 12.5746  0.11
H7 6.4549 28.8407 12.1347  0.07
H8 5.7167 29.9631 15.2744  0.08
H9 5.7968 30.3057 13.5572  0.04
C10 5.0633 30.9656 9.2039  -0.72
O8 5.1545 31.1518 7.9863  0.00
N3 3.8495 30.8224 9.7208  0.19
N4 6.0760 31.0849 10.0963  0.16
H10 3.0687 30.7114 9.0997  0.12
H11 3.7936 30.6058 10.7076  0.06
H12 7.0065 30.8467 9.8079  0.10
H13 5.8173 31.2511 11.0563  0.04
C11 1.0600 34.7524 16.7513  -0.70
O9 1.0031 35.7529 16.0691  0.03
N5 0.4555 34.6584 17.9885  0.14
N6 1.4959 33.5449 16.3324  0.17
H14 0.6371 33.8474 18.5473  0.09
H15 -0.0847 35.4715 18.2211  0.10
H16 1.8271 33.5817 15.3768  0.06
H17 1.4122 32.6495 16.7763  0.09
C12 4.1034 30.5345 17.5652  -0.70
O10 4.4268 29.9583 18.5854  0.04
N7 3.3918 29.9174 16.5926  0.19
N8 4.5666 31.7703 17.2234  0.15
H18 3.0244 29.0098 16.8439  0.09
H19 2.9048 30.4491 15.8898  0.07
H20 4.3725 32.1906 16.3284  0.08
H21 5.1134 32.3038 17.8732  0.10
C13 -1.4548 24.5291 14.0211  -0.66
O11 -1.1429 23.7693 13.1097  0.01
N9 -0.9146 25.7549 14.2012  0.19
N10 -2.4435 24.2408 14.8984  0.15
H22 -1.3445 26.4308 14.8039  0.04
H23 -0.2088 26.0988 13.5650  0.07
H24 -2.6704 24.9469 15.5779  0.08
H25 -3.0730 23.4853 14.7059  0.10
C14 -2.3571 31.3989 17.1761  -0.70
O12 -2.8878 32.2015 17.9390  0.00
N11 -2.2812 30.0811 17.4383  0.17
N12 -1.7622 31.7026 16.0051  0.16
H26 -2.5403 29.8411 18.3786  0.11
H27 -1.8756 29.4203 16.8069  0.04
H28 -1.7807 32.6925 15.8099  0.11
H29 -1.8117 31.0778 15.2177  0.08
C15 4.2749 24.7034 13.9630  -0.70
O13 4.8957 23.6864 13.6662  0.01
N13 4.7918 25.7004 14.7146  0.16
N14 2.9656 24.8337 13.7582  0.16
H30 5.6912 25.5389 15.1262  0.09
H31 4.2681 26.5398 14.8809  0.08
H32 2.5457 24.1053 13.1796  0.08
H33 2.5667 25.7631 13.7625  0.05
C16 -1.9800 30.9671 10.3588  -0.04
C17 -2.0302 29.4206 10.3103  -0.49
C18 -3.1971 29.0977 9.3324  -0.14
C19 -3.1394 27.6515 8.8643  -0.20
C20 -1.8283 27.4181 8.1357  -0.13
C21 -0.6240 27.6085 9.1176  -0.48
N15 -0.7635 28.9100 9.7898  -0.10
O14 0.3785 29.3430 10.4968  0.00
C22 -0.4591 26.3680 10.0494  -0.01
C23 0.6545 27.6925 8.2881  -0.04
C24 -2.3984 28.9200 11.7149  -0.03
H34 -2.9711 31.4231 10.3816  0.08
H35 -1.4733 31.3282 9.4636  0.09
H36 -1.4551 31.2569 11.2701  0.07
H37 -4.1344 29.0907 9.8979  0.11
H38 -3.3030 29.8100 8.5158  0.12
H39 -3.9830 27.4837 8.1800  0.10
H40 -3.3435 26.8584 9.5879  0.11
H41 -1.7093 28.1376 7.3243  0.12
H42 -1.7985 26.3898 7.7732  0.11
H43 -1.0284 26.3579 10.9823  0.06
H44 -0.5745 25.4417 9.4928  0.09
H45 0.5567 26.4356 10.4494  0.07
H46 0.7237 28.5835 7.6558  0.09
H47 1.5003 27.8065 8.9640  0.05
H48 0.8153 26.8736 7.5874  0.10
H49 -3.4437 29.1099 11.9496  0.08
H50 -1.6538 29.2459 12.4418  0.06
H51 -2.3451 27.8270 11.7624  0.07
H52 0.4129 28.7319 11.2496  0.07
O15 -1.8160 27.0747 16.6784  -0.06
H53 -1.1650 26.8357 17.3462  0.07
H54 -1.3398 27.6666 16.0743  -0.02
O16 6.2316 32.9050 13.0604  -0.08
H55 6.5882 33.1689 12.2041  0.06
H56 6.9936 32.8770 13.6481  0.07
O17 -3.1571 28.8197 14.7005  -0.05
H57 -2.2006 28.8919 14.6108  -0.03
H58 -3.2987 28.1048 15.3287  0.02
O18 0.6264 34.4961 13.1318  -0.06
H59 1.0730 34.8228 12.3470  0.03
H60 1.0844 33.6689 13.3490  -0.02
O19 1.8450 27.0684 16.3325  -0.05
H61 1.7642 26.2115 15.8953  0.04
H62 1.3883 27.6815 15.7451  -0.01
O20 1.3026 24.0062 11.7335  -0.06
H63 0.4338 23.6267 11.9168  0.01
H64 1.2238 24.9265 12.0004  0.00


Look up the total charge of the second one. -2